# 1
Here is a cluster of 2 separate species, C3H8O in total from the Open Molecules 2025 dataset. Energies are from ωB97M-V/def2-TZVPD.

Structure (XYZ):
```
12
Properties=species:S:1:pos:R:3:lowdin_spin:R:1
C 5.76969 4.44495 -2.60066 0.00
H 5.86697 5.01463 -1.67345 0.00
H 6.88226 4.40036 -2.79419 0.00
H 4.88143 4.59133 -3.29728 0.00
H 5.46285 3.47430 -2.17706 0.00
O -2.23042 -2.93546 0.53115 0.64
C -1.99356 -1.78457 0.71597 0.14
C -2.87204 -1.02507 1.79774 0.14
H -1.32143 -1.13539 0.13306 0.07
H -3.68303 -1.80888 1.96515 0.00
H -3.33235 -0.15147 1.38461 0.01
H -2.33790 -0.71307 2.73160 0.01
```

Computed properties:
Spin multiplicity ... 2
ΔE to the lowest compared entry with this formula, charge and spin ... 1.841 eV
Expectation value of S² ... 0.7578
HOMO (alpha / beta) ... -0.50814 / -0.50814 hartree
Charge ... +1
Orbital gap (alpha / beta) ... 7.079 / 3.381 eV

# 2
Here is a cluster of 2 separate species, C3H8O2 in total from the Open Molecules 2025 dataset. Energies are from ωB97M-V/def2-TZVPD.

Structure (XYZ):
```
13
Properties=species:S:1:pos:R:3:lowdin_spin:R:1
O -0.94377 2.66879 0.14684 0.31
C -1.70744 2.03793 0.90288 0.43
C -2.35866 0.65938 0.52914 0.07
C -1.24223 -0.38583 0.62371 0.06
H -1.82400 2.10421 2.01070 0.06
H -2.62833 0.83405 -0.52983 0.01
H -3.29636 0.46594 1.04974 0.02
H -0.33682 0.09204 0.25177 0.01
H -1.48820 -1.33707 0.12931 0.02
H -0.88405 -0.76133 1.58919 0.01
H 5.36600 -3.22881 -1.12051 0.00
H 5.02979 -4.40679 -2.09074 0.00
O 4.79637 -3.50720 -1.85785 0.00
```

Computed properties:
Spin multiplicity ... 2
ΔE to the lowest compared entry with this formula, charge and spin ... 0.509 eV
Expectation value of S² ... 0.7532
HOMO (alpha / beta) ... 0.03208 / -0.10532 hartree
Charge ... -1
Orbital gap (alpha / beta) ... 1.732 / 5.446 eV